(1)
A cluster of 3 separate species, CH4FO3P in total in a non-equilibrium geometry. Source: the Open Molecules 2025 dataset; level of theory: the ωB97M-V functional and the def2-TZVPD basis.

Computed properties:
HOMO-LUMO gap: 10.2 eV
ΔE to the lowest compared entry with this formula, charge and spin: 0.596 eV
LUMO level: 0.6046 eV
E: -707.2771 Eh
Max |F|: 5.80 eV Å⁻¹
Highest occupied orbital energy: -9.63 eV

```
! RIJCOSX wB97M-V def2-TZVPD def2/J DEFGRID3
* xyz 0 1
C -1.35 0.51 1.69
O 0.42 1.28 -0.13
O -2.03 0.16 2.50
O 1.81 1.07 0.12
F -1.06 -1.19 0.08
P -0.46 -0.95 -1.38
H 0.20 1.65 0.77
H 1.94 0.47 -0.85
H 0.90 -0.73 -0.99
H -0.38 -2.27 -1.82
*
```

***

(2)
A cluster of 19 separate species, C65H140N4O37S11 in total in a non-equilibrium geometry. Source: the Open Molecules 2025 dataset; level of theory: the ωB97M-V functional and the def2-TZVPD basis.

Computed properties:
HOMO-LUMO gap: 8.0 eV
LUMO level: 0.0675 eV
E: -9943.2980 Eh
Max |F|: 4.27 eV Å⁻¹
Highest occupied orbital energy: -7.88 eV

```
! RIJCOSX wB97M-V def2-TZVPD def2/J DEFGRID3
* xyz 0 1
C -16.58 -35.18 6.29
C -17.47 -35.59 5.08
C -18.00 -34.25 4.61
O -16.99 -33.34 4.94
C -16.76 -33.71 6.35
H -15.47 -35.44 6.14
H -16.97 -35.75 7.16
H -18.24 -36.28 5.33
H -16.98 -36.15 4.27
H -18.97 -33.99 5.09
H -18.15 -34.22 3.53
H -17.65 -33.38 6.93
H -15.89 -33.14 6.63
C -10.60 -22.14 4.37
C -11.87 -22.28 5.26
C -11.39 -21.74 6.57
O -10.05 -22.27 6.68
C -9.38 -22.13 5.45
H -10.61 -21.15 3.98
H -10.47 -22.91 3.62
H -12.38 -23.25 5.29
H -12.61 -21.60 4.89
H -11.88 -22.06 7.50
H -11.43 -20.61 6.49
H -8.77 -23.01 5.40
H -8.80 -21.18 5.38
C -19.78 -23.77 7.45
C -20.58 -24.09 8.73
C -21.88 -23.43 8.52
O -22.12 -23.32 7.11
C -20.93 -23.75 6.37
H -18.94 -24.43 7.20
H -19.49 -22.68 7.69
H -19.90 -23.67 9.52
H -20.66 -25.17 8.98
H -21.86 -22.42 8.97
H -22.69 -24.01 8.95
H -20.78 -23.23 5.40
H -21.03 -24.78 5.98
C -23.89 -28.08 8.81
C -22.67 -27.52 7.99
C -23.38 -26.57 6.98
O -24.72 -26.98 6.87
C -25.07 -27.25 8.23
H -23.82 -27.86 9.83
H -24.06 -29.18 8.82
H -22.09 -28.28 7.48
H -22.01 -27.06 8.70
H -22.88 -26.60 6.00
H -23.36 -25.52 7.29
H -25.97 -27.78 8.20
H -25.30 -26.33 8.71
N -12.76 -30.16 11.79
C -13.94 -29.67 12.34
C -14.25 -28.43 11.76
C -13.21 -28.18 10.83
C -12.33 -29.24 10.89
H -12.33 -31.06 11.95
H -14.54 -30.36 12.86
H -15.01 -27.72 12.05
H -13.10 -27.26 10.25
H -11.34 -29.40 10.51
N -9.77 -21.83 9.34
C -9.97 -22.61 10.46
C -10.21 -21.74 11.54
C -10.30 -20.43 11.01
C -10.05 -20.51 9.60
H -9.73 -22.24 8.40
H -9.77 -23.63 10.45
H -10.39 -22.02 12.57
H -10.72 -19.54 11.52
H -10.13 -19.78 8.76
N -15.27 -22.93 6.23
C -15.14 -21.60 6.67
C -15.14 -20.81 5.54
C -15.45 -21.65 4.44
C -15.44 -22.95 4.90
H -15.04 -23.69 6.84
H -15.11 -21.26 7.69
H -15.09 -19.70 5.53
H -15.52 -21.33 3.41
H -15.61 -23.82 4.34
N -21.63 -26.06 12.96
C -21.91 -26.60 14.17
C -21.44 -25.74 15.16
C -20.85 -24.62 14.47
C -20.99 -24.85 13.12
H -22.02 -26.27 12.07
H -22.54 -27.46 14.29
H -21.54 -25.98 16.20
H -20.36 -23.81 15.04
H -20.64 -24.29 12.24
O -12.20 -25.29 3.65
S -13.32 -25.91 2.95
O -14.51 -25.18 2.61
O -12.58 -26.37 1.58
C -13.51 -26.85 0.53
C -12.89 -28.06 0.00
C -13.78 -27.36 3.71
H -13.59 -26.02 -0.22
H -14.42 -27.16 1.04
H -11.89 -27.82 -0.28
H -13.38 -28.41 -0.91
H -12.83 -28.90 0.66
H -14.36 -27.09 4.62
H -13.00 -28.09 3.90
H -14.59 -27.73 3.15
O -16.86 -28.02 4.82
S -16.63 -27.85 6.23
O -15.90 -28.88 6.85
O -15.78 -26.49 6.43
C -15.03 -26.30 7.62
C -13.54 -26.25 7.34
C -18.19 -27.58 7.00
H -15.25 -27.05 8.30
H -15.51 -25.35 7.95
H -13.02 -26.12 8.35
H -13.23 -25.39 6.79
H -13.22 -27.22 6.92
H -18.59 -26.65 6.64
H -18.05 -27.61 8.08
H -18.78 -28.48 6.74
O -23.16 -36.61 6.73
S -22.69 -35.32 7.09
O -21.28 -35.00 6.87
O -23.57 -34.31 6.32
C -22.94 -33.05 5.93
C -23.39 -31.98 6.83
C -23.07 -34.97 8.80
H -23.31 -32.88 4.91
H -21.89 -33.12 5.92
H -24.42 -31.97 6.70
H -23.10 -31.01 6.47
H -23.11 -32.12 7.84
H -23.05 -33.94 8.90
H -22.34 -35.47 9.42
H -24.07 -35.33 8.96
O -13.35 -31.35 4.00
S -14.10 -31.40 2.75
O -13.56 -30.78 1.61
O -14.38 -32.87 2.54
C -14.74 -33.52 1.28
C -14.42 -34.98 1.54
C -15.70 -30.76 2.95
H -14.03 -33.01 0.59
H -15.75 -33.30 0.89
H -15.14 -35.36 2.29
H -13.49 -35.02 2.05
H -14.48 -35.59 0.62
H -15.55 -29.70 3.09
H -16.22 -31.19 3.82
H -16.23 -30.87 1.97
O -16.80 -28.31 1.84
S -18.15 -27.91 1.51
O -19.26 -28.79 1.73
O -18.53 -26.63 2.27
C -17.54 -25.57 2.61
C -18.39 -24.63 3.43
C -18.11 -27.31 -0.25
H -17.20 -25.12 1.68
H -16.72 -26.10 3.08
H -19.30 -24.38 2.90
H -17.85 -23.66 3.62
H -18.58 -25.07 4.45
H -17.47 -26.50 -0.47
H -19.05 -27.04 -0.60
H -17.70 -28.15 -0.78
O -23.23 -29.39 12.99
S -22.31 -30.45 12.63
O -21.73 -30.44 11.31
O -21.22 -30.31 13.74
C -19.92 -29.69 13.40
C -19.16 -29.59 14.68
C -22.96 -32.08 12.98
H -20.12 -28.71 12.86
H -19.46 -30.36 12.70
H -19.12 -30.53 15.18
H -19.55 -28.84 15.37
H -18.15 -29.29 14.42
H -22.70 -32.40 13.91
H -22.45 -32.72 12.20
H -23.95 -31.85 12.88
O -20.28 -30.34 6.31
S -20.48 -30.27 4.86
O -21.49 -31.15 4.30
O -20.76 -28.73 4.46
C -21.86 -28.60 3.51
C -22.01 -27.12 3.18
C -18.96 -30.60 4.05
H -22.80 -28.98 3.87
H -21.53 -29.17 2.57
H -22.29 -26.57 4.10
H -22.73 -27.02 2.35
H -21.01 -26.74 2.79
H -18.18 -30.26 4.74
H -19.01 -30.04 3.13
H -18.81 -31.66 3.84
O -13.43 -23.83 8.95
S -14.21 -23.01 9.88
O -15.61 -23.10 9.83
O -13.85 -23.42 11.38
C -12.64 -24.14 11.68
C -12.85 -25.14 12.84
C -13.53 -21.45 9.99
H -11.88 -23.54 12.11
H -12.24 -24.66 10.78
H -12.32 -26.09 12.71
H -13.96 -25.43 12.89
H -12.70 -24.63 13.78
H -12.45 -21.70 10.09
H -13.95 -20.99 10.92
H -13.70 -20.80 9.08
O -16.42 -24.44 -0.40
S -15.94 -23.18 0.09
O -16.35 -22.63 1.38
O -14.35 -23.23 -0.01
C -13.54 -22.33 0.78
C -12.15 -22.84 0.64
C -16.31 -21.95 -1.19
H -13.83 -22.45 1.84
H -13.70 -21.32 0.48
H -11.50 -22.17 1.20
H -11.77 -22.87 -0.36
H -12.03 -23.79 1.18
H -17.40 -21.73 -1.10
H -16.21 -22.47 -2.14
H -15.68 -21.12 -0.99
O -17.91 -29.00 10.37
S -17.47 -30.33 10.73
O -17.13 -30.60 12.09
O -18.70 -31.26 10.40
C -19.35 -31.12 9.05
C -20.17 -32.27 8.87
C -16.13 -30.88 9.65
H -18.57 -31.08 8.33
H -19.90 -30.14 8.96
H -19.68 -33.18 8.49
H -20.95 -32.10 8.12
H -20.69 -32.50 9.77
H -15.82 -31.89 9.87
H -15.25 -30.22 9.85
H -16.40 -30.70 8.58
O -12.34 -33.30 9.48
S -12.93 -32.72 8.31
O -14.36 -32.60 8.29
O -12.23 -31.34 8.27
C -12.78 -30.31 7.45
C -11.88 -29.79 6.36
C -12.36 -33.56 6.83
H -13.04 -29.55 8.18
H -13.68 -30.69 6.98
H -12.46 -28.99 5.85
H -11.56 -30.51 5.56
H -10.97 -29.26 6.73
H -12.59 -34.63 7.09
H -11.28 -33.38 6.95
H -12.78 -33.11 5.90
*
```

***

> What is the max |F| in the second record?

4.27 eV Å⁻¹

***

> Among the records above, which one has the lowest LUMO level?

C65H140N4O37S11

***

> Which formula does entry 2 have?

C65H140N4O37S11